Computed, not measured: a 2-piece molecular cluster, ClH4PSi overall in a non-equilibrium geometry, with ωB97M-V with the def2-TZVPD basis set.

Positions of all 7 atoms, in Å:
H1 -1.36 0.86 -1.74
H2 0.66 -1.29 1.66
H3 1.74 -1.33 -0.57
P1 -1.99 0.06 -0.79
Si1 1.07 -0.57 0.47
Cl1 2.05 1.11 0.93
H4 -2.17 1.16 0.04

The molar mass comes out at 98.545 g/mol. The value obtained for the total energy is -1093.36440 Ha.